The following is a quantum chemistry calculation of a structure of composition C45H93Cl3F4N11O8S4Y in a non-equilibrium geometry, from the OMol25 dataset.

Geometry as XYZ:
```
169
Properties=species:S:1:pos:R:3:forces:R:3:mulliken_charge:R:1
Y 0.98748 0.98168 0.45697 -1.05 -0.65 -1.42 1.911
C -3.55928 -0.62330 0.28548 -0.16 -0.12 0.07 -0.695
C -4.06179 -0.78639 -1.13921 1.06 -1.58 -0.87 -1.020
C -3.48294 -2.10886 -1.77524 -0.41 0.88 1.56 1.096
C -4.10894 -2.50538 -3.05684 -0.13 -0.88 -0.27 -1.283
N -4.00489 -4.01863 -3.26419 0.04 -1.06 -0.94 0.004
C -4.36884 -4.18263 -4.75176 0.26 -0.93 0.22 -0.599
C -2.98841 -4.04347 -5.51020 -1.53 -1.21 -1.10 -0.661
C -1.91040 -4.10388 -4.48931 0.70 -0.56 1.09 -0.572
C -2.59505 -4.72180 -3.28133 -0.96 2.02 1.02 0.027
C -4.91187 -4.86998 -2.28514 0.14 0.84 -2.40 -0.836
H -3.95943 0.30833 0.68555 0.56 0.12 0.14 0.573
H -2.47590 -0.73424 0.33124 0.19 0.87 -0.21 -0.083
H -3.83255 -1.40772 0.99123 -0.83 -0.29 -0.23 0.345
H -3.58872 -0.05194 -1.79104 -0.40 0.68 0.27 0.274
H -5.14523 -0.75710 -1.25497 0.02 0.10 0.17 0.548
H -3.55977 -2.92524 -1.05709 -0.19 -0.05 0.18 -0.440
H -2.41576 -1.93379 -1.91146 0.13 -0.07 -0.07 -0.049
H -3.68689 -1.92686 -3.87860 0.50 -0.60 -0.32 0.297
H -5.17338 -2.36332 -3.24355 -0.23 0.30 0.94 0.511
H -4.76287 -5.19556 -4.83430 0.37 -0.21 -0.15 0.434
H -5.23572 -3.59851 -5.06068 0.42 0.64 0.23 0.405
H -2.88306 -4.97832 -6.06071 -0.28 0.02 -0.27 0.335
H -2.88332 -3.29396 -6.29460 -0.31 0.38 0.46 0.327
H -1.12448 -4.79684 -4.78970 0.20 0.30 -0.11 0.617
H -1.46217 -3.13703 -4.26043 -0.01 -0.04 0.23 0.046
H -2.83554 -5.78478 -3.30023 0.25 0.09 -0.43 0.766
H -2.13284 -4.48042 -2.32413 0.10 -0.11 -0.13 -0.307
H -5.93863 -4.57527 -2.50197 0.02 0.45 0.68 0.396
H -4.58115 -4.81246 -1.24811 -0.11 0.14 -0.35 0.117
H -4.88520 -5.87176 -2.71389 0.42 -0.12 0.43 0.528
C 1.78810 -4.97257 6.97455 -0.41 -1.22 -0.39 -1.399
C 2.11111 -4.72960 5.48105 0.11 1.04 0.86 -0.375
C 0.88292 -4.58669 4.61237 -0.29 -1.14 -0.01 -0.093
C 1.27165 -4.33977 3.13767 -1.85 -0.01 0.51 -0.505
N 0.10200 -4.77821 2.15372 1.69 -0.50 -0.19 0.145
C -1.24343 -4.17714 2.49778 1.18 -1.33 1.86 -0.456
C -2.01818 -3.98146 1.26013 1.14 0.66 -2.41 0.827
C -0.96178 -4.31698 0.08748 -1.29 0.74 0.11 -0.323
C 0.37563 -4.22965 0.79005 -0.24 -0.10 -0.75 -0.534
C 0.01555 -6.31829 2.02865 -0.77 1.71 0.98 -0.938
H 1.04789 -4.30783 7.41989 0.25 0.56 -0.27 0.247
H 2.65304 -5.04773 7.63358 0.12 0.36 -0.29 0.425
H 1.30055 -5.94229 7.07459 -0.01 -0.30 -0.07 0.369
H 2.74861 -5.49503 5.03856 0.26 0.03 0.36 0.422
H 2.58789 -3.75052 5.43426 0.65 -0.10 -0.17 0.276
H 0.22239 -3.88995 5.12847 -0.07 0.65 -0.69 -0.116
H 0.33272 -5.52421 4.69252 -0.08 -0.32 -0.17 0.291
H 2.16209 -4.90647 2.86554 -0.17 -0.02 -0.12 0.617
H 1.43440 -3.27606 2.96408 0.03 -0.04 -0.26 0.141
H -1.74846 -4.91010 3.12691 0.19 0.37 0.57 0.276
H -0.90817 -3.28633 3.02897 -0.85 0.22 -0.01 -0.194
H -2.94381 -4.54830 1.16008 0.12 0.09 0.24 0.667
H -2.17381 -2.90533 1.18386 -0.56 -0.11 -0.17 -1.028
H -1.17636 -5.22974 -0.46834 0.12 -0.24 0.41 0.320
H -1.04123 -3.50475 -0.63507 0.19 -0.01 -0.11 0.052
H 1.19201 -4.77155 0.31257 -0.04 0.00 0.12 0.721
H 0.61897 -3.16719 0.79967 0.31 -0.05 0.67 -0.183
H 1.00304 -6.71109 1.78647 -0.37 -0.09 -0.15 0.294
H -0.80860 -6.49569 1.33770 0.55 -0.31 -0.35 0.386
H -0.37002 -6.64463 2.99453 0.49 -0.30 0.01 0.393
C -1.62092 -3.08220 9.58250 0.43 -0.48 1.01 -1.272
C -2.89322 -2.68627 8.80327 1.42 0.00 -0.45 -0.495
C -2.44244 -2.03994 7.43300 -0.81 -0.61 1.14 -0.185
C -3.61610 -1.33623 6.75261 0.77 0.99 -0.22 -1.077
N -3.23741 -0.68754 5.39092 -2.19 -1.47 0.05 0.594
C -2.27453 0.51838 5.50005 0.66 -1.13 0.59 -0.249
C -2.93519 1.64708 4.76868 0.72 0.98 0.00 -0.530
C -3.80944 0.92476 3.82249 -1.42 1.88 -0.82 0.648
C -4.45159 -0.04500 4.71886 -0.24 -1.26 0.20 -0.845
C -2.78838 -1.81827 4.45622 0.73 1.39 0.69 -1.129
H -1.01985 -2.31089 10.06408 -0.29 0.90 -0.64 0.395
H -0.88224 -3.67662 9.04479 -0.27 -0.08 -0.52 0.181
H -1.79429 -3.65979 10.49047 -0.73 -0.41 -0.20 0.425
H -3.46215 -1.98729 9.41632 -0.16 0.02 -0.20 0.369
H -3.48224 -3.58224 8.60733 -0.18 0.10 0.10 0.336
H -2.08344 -2.84177 6.78779 0.11 -0.10 0.08 0.140
H -1.58102 -1.44347 7.73349 -0.17 0.60 -0.59 0.453
H -4.01758 -0.52038 7.35367 0.18 0.10 0.09 0.573
H -4.45510 -2.01361 6.59349 0.15 -0.13 -0.32 0.335
H -1.37281 0.12733 5.02878 0.29 0.55 0.23 0.041
H -2.16394 0.74176 6.56117 0.37 -0.31 -0.10 0.435
H -2.29481 2.37169 4.26572 0.44 -0.34 0.21 0.005
H -3.55668 2.23879 5.44079 0.02 -0.06 0.17 0.433
H -3.27687 0.53697 2.95412 -0.16 -0.14 0.06 -0.819
H -4.58190 1.64041 3.54095 -0.03 -0.14 -0.78 0.631
H -5.08729 -0.73387 4.16259 0.18 -0.56 0.47 0.275
H -5.03969 0.43373 5.50183 0.02 0.08 -0.09 0.514
H -3.41795 -2.70646 4.50982 -0.17 0.28 0.44 0.240
H -1.77784 -2.01417 4.81472 0.02 -0.37 -0.58 0.516
H -2.80535 -1.41588 3.44336 0.35 -0.15 0.12 0.065
C 1.45560 7.29295 -0.21302 -1.75 1.01 0.74 -1.193
C 2.46203 6.20521 -0.07930 -0.38 -0.48 -0.20 0.089
N 3.68615 6.49131 -0.80746 3.97 1.43 -0.84 0.505
C 4.20519 5.74280 -1.83624 -0.15 -0.46 -0.21 -0.376
C 5.45354 6.19045 -2.17841 -0.89 -0.19 0.51 -0.641
N 5.76411 7.22547 -1.32915 -2.05 0.04 0.57 0.171
C 4.65788 7.41548 -0.50532 0.08 -1.10 -1.28 -0.356
C 7.02895 8.01340 -1.34106 -0.65 -0.27 0.96 -0.847
H 0.93921 7.42887 -1.16327 0.95 0.05 -0.58 0.358
H 1.76844 8.24400 0.21794 0.35 0.13 -0.41 0.351
H 0.54893 7.10531 0.36216 0.32 -0.63 0.59 0.331
H 2.10983 5.29121 -0.55749 -0.15 -0.14 0.41 -0.315
H 2.74595 5.99946 0.95276 -0.23 0.00 -0.11 0.409
H 3.65356 4.88427 -2.18985 0.07 0.03 -0.08 0.550
H 6.10260 5.80449 -2.95053 0.06 0.31 0.33 0.486
H 4.47398 8.19233 0.22207 0.52 0.00 0.01 0.453
H 6.77425 9.03040 -1.63931 0.40 -0.07 0.15 0.332
H 7.81026 7.57151 -1.95944 -0.56 -0.11 -0.32 0.308
H 7.39691 7.91353 -0.31992 0.13 0.65 -0.05 0.377
C 0.90371 3.94543 -4.99884 -0.13 -0.76 0.34 -1.360
C 0.10145 2.76653 -4.33770 0.61 1.25 0.23 0.358
N -0.81660 2.08218 -5.22477 -1.42 -0.56 -2.94 0.307
C -1.26639 0.74610 -5.10184 -0.65 1.65 -1.10 -0.353
C -2.17095 0.55844 -6.13549 0.90 0.91 0.50 -0.511
N -2.20449 1.71516 -6.89280 1.86 0.66 1.09 0.103
C -1.37479 2.64736 -6.36760 -0.05 -2.40 2.24 -0.258
C -3.17443 1.85601 -7.95847 -0.21 0.36 0.24 -0.807
H 0.27986 4.76489 -5.35577 -0.27 -0.18 0.03 0.531
H 1.55338 3.64793 -5.82196 -0.13 -0.27 -0.06 0.464
H 1.54226 4.40366 -4.24359 -0.04 -0.22 0.19 0.171
H -0.49113 3.22703 -3.54720 0.01 -0.21 0.20 0.087
H 0.70977 1.98271 -3.88640 0.28 0.33 0.06 -0.128
H -0.91892 0.13545 -4.28162 -0.09 -0.02 0.00 0.397
H -2.86822 -0.20094 -6.45729 0.43 -0.35 0.40 0.459
H -1.20117 3.68051 -6.63001 -0.23 -0.25 -0.40 0.414
H -2.90461 2.65715 -8.64658 -0.07 -0.09 0.15 0.324
H -4.05989 2.09455 -7.36927 -0.59 -0.03 -0.96 0.397
H -3.22152 0.90173 -8.48310 -0.27 0.24 -0.03 0.291
C 4.42011 5.43148 -6.13967 -1.60 1.01 0.17 -0.814
C 5.65249 4.62185 -6.17820 0.07 -0.14 -0.35 -0.453
N 5.55249 3.62485 -5.11472 -2.09 -3.12 0.83 0.303
C 6.39375 3.39095 -4.09501 1.20 -1.09 0.89 -0.667
C 6.06085 2.18082 -3.49848 0.02 0.33 0.80 -0.582
N 4.86427 1.72446 -4.02408 1.77 1.94 -1.44 0.405
C 4.61981 2.60490 -5.02299 -0.50 0.20 -0.77 -0.482
C 4.18820 0.39678 -3.82172 -0.05 0.68 -1.07 -0.849
H 4.20347 5.91419 -5.18670 0.76 0.32 0.24 0.240
H 3.52983 4.80406 -6.18265 -0.01 -0.12 -0.83 0.076
H 4.41963 6.20583 -6.90679 -0.20 -0.19 -0.07 0.447
H 6.54689 5.24062 -6.10555 0.10 -0.29 0.60 0.336
H 5.75711 4.10450 -7.13188 -0.06 -0.15 0.06 0.347
H 7.17887 4.11432 -3.93158 0.31 -0.57 0.22 0.715
H 6.55823 1.56021 -2.76781 0.08 0.48 0.23 0.572
H 3.79998 2.45385 -5.70962 0.12 0.22 -0.04 0.469
H 3.12367 0.58370 -3.68046 0.18 0.00 0.37 0.220
H 4.60731 -0.20407 -3.01463 0.12 0.63 -0.01 0.227
H 4.31603 -0.12075 -4.77247 0.04 -0.21 0.14 0.410
Cl -0.38579 -0.43551 2.33413 0.36 0.15 -0.61 -0.573
Cl 2.36931 2.52636 -1.26845 -0.34 -0.24 0.29 -0.629
Cl -0.11326 -0.29131 -1.66320 0.06 0.35 0.58 -0.374
N 2.76251 -0.28590 0.80229 4.21 -0.86 3.25 0.333
S 3.82846 -1.10105 -0.01963 1.96 -4.26 -8.29 0.688
O 3.65107 -2.55476 0.06615 0.26 2.72 0.44 -0.579
O 5.20071 -0.61440 -0.32808 -3.64 -0.73 1.47 -0.544
F 3.03829 -0.72845 -1.37903 0.26 -0.32 -0.30 -0.231
S 3.87215 -0.35317 2.10492 0.17 3.33 7.94 0.782
O 4.97841 0.57459 2.09713 -1.63 -1.17 -1.11 -0.498
O 4.06386 -1.60709 2.79879 -0.73 0.84 -2.06 -0.506
F 2.84893 0.42683 3.11765 0.21 -0.70 -1.07 -0.267
N 0.13327 2.79972 1.39036 -0.15 3.69 3.47 0.155
S -1.05094 3.84629 1.17344 -6.70 -1.01 -3.18 0.551
O -0.73285 5.02981 0.46778 0.40 0.12 0.07 -0.466
O -2.07588 3.85685 2.20887 2.02 0.17 -1.52 -0.523
F -1.77337 2.92311 0.03997 0.47 0.16 0.11 -0.272
S 0.60430 3.72786 2.76786 5.58 0.81 2.85 0.596
O -0.17677 3.68146 3.95107 -0.21 -0.48 -0.69 -0.467
O 1.22232 5.02092 2.42796 -1.41 -3.07 0.10 -0.528
F 1.82062 2.73653 3.13217 -0.57 0.62 -0.80 -0.192
```
Positions in Å, forces in eV/Å.

Total charge ... +4
LUMO ... -7.631 eV
Highest occupied orbital energy ... -17.114 eV
HOMO-LUMO gap ... 9.4824 eV
2S+1 ... 1
Molecular weight ... 1315.83 g mol⁻¹


The following is a quantum chemistry calculation of the ion C5H5FNO2P2 with charge -1 in a non-equilibrium geometry, from the OMol25 dataset.

Geometry as XYZ:
```
16
Properties=species:S:1:pos:R:3:forces:R:3:mulliken_charge:R:1
O 2.06873 1.07242 -2.39382 -1.52 -0.55 1.09 -0.763
C 0.97029 0.67398 -1.88912 2.50 1.17 -0.69 0.075
C -0.19537 0.59153 -2.78075 1.26 1.17 0.05 -0.496
C -1.24615 -0.10584 -2.32136 -0.18 -0.52 1.02 -0.196
C -1.21930 -0.61980 -1.01364 -0.96 0.13 0.04 0.133
F -2.45863 -1.17453 -0.61451 1.21 0.26 0.34 -0.338
C -0.21070 -0.20819 -0.14625 -1.20 -0.46 0.43 0.553
O -0.40198 -0.36424 1.22479 -1.22 -1.60 -1.43 -0.132
P 0.61686 0.37456 2.19487 2.22 2.69 -0.04 -0.077
P 0.53833 -0.96229 3.85013 -0.91 -1.01 1.62 -0.193
N 0.89571 0.38512 -0.49597 -0.49 0.23 -2.48 -0.435
H -0.12140 1.22937 -3.70294 -0.20 -1.19 0.91 0.286
H -2.16712 -0.28795 -2.82367 -0.53 0.07 -0.66 0.437
H 1.94590 -0.00652 1.67322 -0.95 -0.14 0.71 0.071
H 1.52229 -0.28557 4.60152 0.19 0.14 -0.11 0.039
H -0.53745 -0.31204 4.63749 0.78 -0.38 -0.79 0.038
```
Positions in Å, forces in eV/Å.

Total charge ... -1
LUMO ... 3.675 eV
Highest occupied orbital energy ... -3.387 eV
Relative energy (zero: lowest compared OMol25 entry of this formula, charge and spin) ... 100.91 kJ/mol
HOMO-LUMO gap ... 7.0623 eV
2S+1 ... 1
Molecular weight ... 192.05 g mol⁻¹